Molecular formula: C23H24ClFN2O7S2
Method: DFT, wB97M-V/def2-TZVPD

Calculated values
structure (SMILES)	C=CCN(c1ccc(F)cc1)S(=O)(=O)c1cc(C(=O)OCC(=O)N(C)[C@H]2CCS(=O)(=O)C2)ccc1Cl
highest occupied orbital energy	-0.3276	Ha
HOMO-LUMO gap	8.49	eV
net charge	0
2S+1	1

Each atom is followed by the atoms it is bonded to, with distances in Å.
Atoms and positions in Å:
1 H 5.08985 -2.88057 1.53507  C55 1.082
2 C 3.12595 -2.50354 2.15125  H25 1.076, H40 1.077, C55 1.319
3 C 3.29189 0.68093 1.20679  C11 1.383, C26 1.395, H46 1.077
4 H 3.52250 2.34495 2.54065  C11 1.078
5 H -4.00442 0.37622 3.16135  C23 1.085
6 H -0.49821 -0.48487 -5.69549  C30 1.079
7 O 1.95629 -3.45707 -0.70003  S51 1.426
8 C -2.72471 2.05609 2.58837  H12 1.091, H19 1.091, C23 1.512, C49 1.546
9 H -0.86375 -0.94405 -1.45504  C24 1.078
10 O 0.46880 -1.71851 0.23514  S51 1.435
11 C 3.00296 1.94598 1.68406  C3 1.383, H4 1.078, C22 1.382
12 H -2.11308 2.76859 3.14375  C8 1.091
13 S -1.70310 -0.20632 3.46624  C23 1.833, O27 1.439, C29 1.828, O37 1.435
14 C -3.54969 1.10318 -1.95007  O16 1.425, C43 1.539, H47 1.091, H54 1.094
15 O -2.39997 0.94456 -4.46243  C50 1.201
16 O -2.73209 0.03687 -2.42409  C14 1.425, C50 1.342
17 C -3.32975 -0.31204 0.49402  H53 1.087, H56 1.094, N57 1.449, H60 1.088
18 C 1.13652 -1.45282 -4.70087  C30 1.382, C39 1.394, H42 1.078
19 H -3.58289 2.59318 2.18237  C8 1.091
20 H -3.28456 1.24921 4.53598  C23 1.084
21 O -2.27115 2.82369 -0.88276  C43 1.216
22 C 2.02438 2.69749 1.06063  C11 1.382, C38 1.383, F44 1.350
23 C -3.14028 0.93136 3.50958  H5 1.085, C8 1.512, S13 1.833, H20 1.084
24 C -0.32255 -1.07703 -2.37757  H9 1.078, C45 1.390, C48 1.379
25 H 3.22858 -2.99682 3.10204  C2 1.076
26 C 2.60784 0.16543 0.10612  C3 1.395, N41 1.401, C58 1.394
27 O -2.16727 -1.54226 3.20057  S13 1.439
28 H 0.60243 2.83344 -0.53398  C38 1.079
29 C -0.87263 0.51891 2.00875  S13 1.828, H36 1.087, C49 1.516, H59 1.086
30 C -0.09840 -0.83436 -4.75590  H6 1.079, C18 1.382, C45 1.394
31 H 4.21082 -2.60248 -0.80289  C35 1.094
32 Cl 3.21558 -2.54569 -3.37472  C39 1.706
33 H -1.33381 2.35830 0.97837  C49 1.096
34 H 1.14270 0.59409 -1.39720  C58 1.076
35 C 4.08843 -1.80578 -0.06311  H31 1.094, N41 1.450, H52 1.095, C55 1.503
36 H -0.57078 -0.27733 1.33348  C29 1.087
37 O -0.88597 -0.01642 4.63105  S13 1.435
38 C 1.34755 2.22282 -0.04822  C22 1.383, H28 1.079, C58 1.382
39 C 1.66198 -1.84698 -3.47174  C18 1.394, Cl32 1.706, C48 1.386
40 H 2.15746 -2.08341 1.93859  C2 1.077
41 N 2.85802 -1.11648 -0.40141  C26 1.401, C35 1.450, S51 1.681
42 H 1.71405 -1.61230 -5.59745  C18 1.078
43 C -2.78497 1.72724 -0.76967  C14 1.539, O21 1.216, N57 1.350
44 F 1.72134 3.91946 1.54718  C22 1.350
45 C -0.83920 -0.63818 -3.59117  C24 1.390, C30 1.394, C50 1.489
46 H 4.04010 0.09039 1.70843  C3 1.077
47 H -4.52303 0.70380 -1.66028  C14 1.091
48 C 0.92829 -1.65327 -2.31217  C24 1.379, C39 1.386, S51 1.807
49 C -1.86216 1.50934 1.42796  C8 1.546, C29 1.516, H33 1.096, N57 1.458
50 C -2.07487 0.19231 -3.58427  O15 1.201, O16 1.342, C45 1.489
51 S 1.52023 -2.10031 -0.66443  O7 1.426, O10 1.435, N41 1.681, C48 1.807
52 H 4.91564 -1.09897 -0.18904  C35 1.095
53 H -2.88208 -0.87363 1.31002  C17 1.087
54 H -3.66727 1.85910 -2.73219  C14 1.094
55 C 4.13101 -2.43664 1.30019  H1 1.082, C2 1.319, C35 1.503
56 H -4.39316 -0.16733 0.70782  C17 1.094
57 N -2.65995 0.96360 0.33696  C17 1.449, C43 1.350, C49 1.458
58 C 1.65091 0.96102 -0.52285  C26 1.394, H34 1.076, C38 1.382
59 H 0.00603 1.02375 2.39788  C29 1.086
60 H -3.23240 -0.90984 -0.40964  C17 1.088

=====

Molecular formula: C2H5N3OS2
Method: DFT, wB97M-V/def2-TZVPD

Calculated values
structure (SMILES)	N/C(=N\S)C(=S)NO
highest occupied orbital energy	-0.3149	Ha
HOMO-LUMO gap	8.42	eV
net charge	0
2S+1	1

Each atom is followed by the atoms it is bonded to, with distances in Å.
Atoms and positions in Å:
1 H -0.35863 1.81284 -0.02208  O4 0.994
2 H 2.34421 1.76205 -0.04755  N11 0.999
3 H 0.64049 -2.35698 -0.15102  N12 0.990
4 O 0.47756 2.34038 -0.12310  H1 0.994, N11 1.378
5 C 1.28523 0.03334 -0.02132  S6 1.668, C8 1.514, N11 1.326
6 S 2.62118 -0.96177 0.06028  C5 1.668
7 H -3.24288 0.73437 0.54046  S10 1.317
8 C -0.12373 -0.52103 -0.05319  C5 1.514, N12 1.353, N13 1.290
9 H -1.07672 -2.32464 0.03149  N12 1.012
10 S -2.69013 -0.32570 -0.01224  H7 1.317, N13 1.720
11 N 1.43375 1.35038 -0.04763  H2 0.999, O4 1.378, C5 1.326
12 N -0.21350 -1.86038 -0.22223  H3 0.990, C8 1.353, H9 1.012
13 N -1.09681 0.31713 0.06812  C8 1.290, S10 1.720